Entry 1:
Molecular formula: C3H4BrF
Method: DFT, the ωB97M-V functional and the def2-TZVPD basis

```
! RIJCOSX wB97M-V def2-TZVPD def2/J DEFGRID3
* xyz 0 3
C 0.48 -0.17 -0.64
C 0.62 -0.34 0.86
C -0.64 -0.08 0.25
F -1.02 2.41 -0.91
Br -2.40 -0.53 0.16
H 0.39 0.83 -1.08
H 0.65 -0.99 -1.26
H 0.68 -1.41 1.21
H 1.24 0.28 1.42
*
```

The largest force on an atom is 2.2 eV/A. For the highest occupied orbital energy (alpha / beta), the calculation gives -0.286 / -0.365 Ha. The HOMO-LUMO gap (alpha / beta) is 8.714 / 5.627 eV. The calculation puts the LUMO energy (alpha / beta) at 0.0344 / -0.1581 hartree. The value obtained for the energy relative to the best compared isomer or geometry (same formula, charge and spin) is 57.3 kcal per mole. The value obtained for the total energy is -2790.3330 a.u.

---

Entry 2:
Molecular formula: C3H4BrNO
Method: DFT, the ωB97M-V functional and the def2-TZVPD basis

```
! RIJCOSX wB97M-V def2-TZVPD def2/J DEFGRID3
* xyz 0 1
C 0.51 -1.21 -0.87
C 0.56 0.09 -1.11
Br -0.84 0.93 -2.14
H 1.31 -1.69 -0.34
H -0.35 -1.71 -1.19
H 1.24 0.97 -1.01
N -0.55 0.55 0.97
C -0.64 0.58 2.16
O -0.85 0.22 3.24
H -0.40 1.26 0.29
*
```

The largest force on an atom is 2.5 eV/A. For the highest occupied orbital energy, the calculation gives -0.351 Ha. The HOMO-LUMO gap is 10.119 eV. The calculation puts the LUMO energy at 0.0206 hartree. The value obtained for the energy relative to the best compared isomer or geometry (same formula, charge and spin) is 36.1 kcal per mole. The value obtained for the total energy is -2820.6559 a.u.

---

Entry 3:
Molecular formula: C3H4BrNO
Method: DFT, the ωB97M-V functional and the def2-TZVPD basis

```
! RIJCOSX wB97M-V def2-TZVPD def2/J DEFGRID3
* xyz 0 1
C 1.90 1.73 0.14
C -0.11 0.14 -1.48
C 1.96 0.47 -0.36
N 2.12 2.79 0.53
O 1.09 -0.20 -1.06
Br 3.50 -0.61 -0.07
H -0.64 -0.60 -2.00
H -0.35 1.21 -1.69
H -0.55 0.00 1.25
H -0.41 -0.22 0.55
*
```

The largest force on an atom is 2.7 eV/A. For the highest occupied orbital energy (alpha / beta), the calculation gives -0.319 / -0.314 Ha. The HOMO-LUMO gap (alpha / beta) is 7.755 / 8.202 eV. The calculation puts the LUMO energy (alpha / beta) at -0.0344 / -0.0126 hartree. The value obtained for the energy relative to the best compared isomer or geometry (same formula, charge and spin) is 111.9 kcal per mole. The value obtained for the total energy is -2820.5350 a.u.

---

Entry 4:
Molecular formula: C3H4BrNO2
Method: DFT, the ωB97M-V functional and the def2-TZVPD basis

```
! RIJCOSX wB97M-V def2-TZVPD def2/J DEFGRID3
* xyz 0 1
C -1.76 0.64 0.40
C -0.61 0.34 -0.19
C 0.56 -0.25 0.35
N 1.77 0.11 -0.33
O 1.75 0.55 -1.47
O 2.76 -0.12 0.32
Br 0.25 -2.79 -0.55
H -2.62 1.18 -0.19
H -1.95 0.32 1.48
H -0.69 0.58 -1.27
H 0.55 -0.54 1.46
*
```

The largest force on an atom is 3.1 eV/A. For the highest occupied orbital energy (alpha / beta), the calculation gives -0.384 / -0.366 Ha. The HOMO-LUMO gap (alpha / beta) is 7.662 / 6.879 eV. The calculation puts the LUMO energy (alpha / beta) at -0.1023 / -0.1133 hartree. The value obtained for the energy relative to the best compared isomer or geometry (same formula, charge and spin) is 118.5 kcal per mole. The value obtained for the total energy is -2895.7579 a.u.